Entry 1:
{
  "formula": "C27H31Cl3N4O4P2SbSe4W",
  "method": "the ωB97M-V functional and the def2-TZVPD basis",
  "species": ["W", "Sb", "Se", "Se", "Se", "Se", "Cl", "Cl", "Cl", "P", "P", "O", "O", "O", "O", "N", "N", "N", "N", "C", "C", "C", "C", "C", "C", "C", "C", "C", "C", "C", "C", "C", "C", "C", "C", "C", "C", "C", "C", "C", "C", "C", "C", "C", "C", "C", "H", "H", "H", "H", "H", "H", "H", "H", "H", "H", "H", "H", "H", "H", "H", "H", "H", "H", "H", "H", "H", "H", "H", "H", "H", "H", "H", "H", "H", "H", "H"],
  "positions_angstrom": [[-0.107, 0.051, -1.971], [-2.362, -0.140, -3.413], [-2.245, 1.501, -1.282], [-4.594, -0.925, -3.919], [-2.407, 1.385, -5.372], [0.252, -1.408, -4.039], [1.968, -5.844, -1.016], [2.245, -4.599, -3.627], [0.402, -6.801, -3.262], [0.629, 1.689, -0.067], [-1.275, -1.088, 0.347], [1.179, -1.316, -0.898], [0.146, 1.808, -3.141], [2.964, -2.668, -0.985], [1.417, 3.188, -4.367], [-0.820, -3.735, -1.912], [2.093, 0.336, -2.515], [-0.642, 2.575, 2.127], [-1.976, 0.197, 2.643], [-2.830, 1.107, 4.691], [0.049, -4.441, -2.157], [-1.565, 3.544, 4.121], [1.127, -5.364, -2.501], [3.484, 1.083, -4.283], [-0.563, 1.557, 1.316], [0.485, 3.421, -0.614], [3.454, 1.745, -0.121], [-2.686, -3.493, 0.763], [-2.067, 1.240, 3.512], [1.238, 2.169, -3.728], [2.278, 1.717, 0.865], [4.044, -0.894, -3.059], [-2.956, -1.993, 0.560], [-3.744, -1.833, -0.729], [-1.306, 0.351, 1.538], [2.335, -1.688, -1.337], [4.348, 0.026, -4.047], [2.348, 1.181, -3.506], [-0.175, -2.136, 1.372], [-2.315, 3.397, 5.256], [-2.950, 2.171, 5.543], [2.890, -0.712, -2.325], [-1.428, 2.459, 3.231], [-3.855, -1.556, 1.721], [2.407, 0.472, 1.742], [2.407, 2.971, 1.743], [2.350, -0.439, 1.147], [4.356, 2.023, 0.432], [-4.189, -0.523, 1.618], [-4.738, -2.201, 1.680], [-2.224, -3.700, 1.730], [-2.424, 4.226, 5.943], [-3.913, -0.790, -0.975], [2.522, 3.871, 1.137], [3.637, 1.807, -5.071], [1.454, 3.762, -0.982], [-3.541, 2.076, 6.445], [4.649, -1.769, -2.867], [-2.076, -3.920, -0.023], [-0.621, -2.301, 2.353], [-4.720, -2.315, -0.627], [0.782, -1.638, 1.480], [3.634, 0.774, -0.571], [3.380, 0.488, 2.242], [3.314, 2.864, 2.347], [-3.655, -3.999, 0.746], [-0.238, 3.467, -1.423], [-3.232, -2.321, -1.556], [1.639, 0.437, 2.518], [-3.318, 0.160, 4.882], [1.562, 3.113, 2.409], [5.234, -0.100, -4.656], [3.319, 2.478, -0.919], [-3.383, -1.671, 2.692], [0.004, -3.084, 0.869], [0.174, 4.043, 0.224], [-1.062, 4.472, 3.881]],
  "e_above_lowest_kcal_mol": 19.0,
  "e_tot_ha": -13543.98491,
  "total_charge": -1,
  "spin_multiplicity": 3,
  "s_squared": 2.026,
  "e_homo_ev": [-4.027, -3.888],
  "homo_lumo_gap_ev": [5.46, 5.16]
}

Entry 2:
{
  "formula": "C36H44N7OPtSbTe",
  "method": "the ωB97M-V functional and the def2-TZVPD basis",
  "species": ["Pt", "Te", "Sb", "O", "N", "N", "N", "N", "N", "N", "N", "C", "C", "C", "C", "C", "C", "C", "C", "C", "C", "C", "C", "C", "C", "C", "C", "C", "C", "C", "C", "C", "C", "C", "C", "C", "C", "C", "C", "C", "C", "C", "C", "C", "C", "C", "C", "H", "H", "H", "H", "H", "H", "H", "H", "H", "H", "H", "H", "H", "H", "H", "H", "H", "H", "H", "H", "H", "H", "H", "H", "H", "H", "H", "H", "H", "H", "H", "H", "H", "H", "H", "H", "H", "H", "H", "H", "H", "H", "H", "H"],
  "positions_angstrom": [[0.456, 0.352, 0.955], [0.151, 1.699, 3.260], [-1.312, -1.520, 0.548], [-0.495, 2.809, 0.777], [-0.223, 3.595, -1.321], [2.530, 0.343, 0.267], [-1.335, 4.836, 0.252], [4.572, 3.773, -2.294], [4.476, 1.043, -0.447], [4.970, 2.483, -2.241], [4.068, 4.033, -3.415], [-2.547, -2.328, 5.235], [3.707, 1.381, -5.950], [-3.376, -1.532, 4.465], [-0.130, -4.230, -2.590], [-3.822, -1.371, -1.345], [-1.951, -1.847, 2.583], [-2.615, 0.708, -1.030], [-1.987, -4.943, 1.222], [-2.789, -0.643, -0.760], [3.610, 2.673, -5.487], [-4.503, 0.656, -2.483], [-1.141, -5.687, -0.983], [-0.139, 0.284, 4.848], [-0.896, -3.374, -0.473], [-4.059, -2.819, -1.045], [2.250, 1.862, 3.696], [-4.663, -0.692, -2.224], [-3.482, 1.369, -1.879], [-1.093, -2.617, 3.359], [-1.396, -2.869, 4.684], [-3.090, -1.264, 3.130], [3.322, -0.750, 0.037], [3.251, 1.417, -0.025], [-0.678, 3.716, -0.056], [4.255, 0.351, -5.173], [-3.990, -0.378, 2.328], [5.467, 1.926, -1.021], [-0.294, -3.178, -1.712], [-1.327, -4.638, -0.084], [-1.775, 5.113, 1.599], [4.653, 1.873, -3.426], [-0.559, -5.494, -2.219], [4.746, 0.574, -3.905], [4.075, 2.914, -4.195], [2.827, 2.825, 0.123], [4.532, -0.323, -0.411], [2.741, 2.320, 2.847], [1.842, 2.856, 0.580], [2.671, 0.878, 3.888], [0.173, 2.719, -1.614], [5.413, -0.865, -0.681], [2.387, 2.499, 4.564], [-2.133, 4.188, 2.052], [5.184, -0.220, -3.320], [-4.264, -1.105, 4.904], [-2.713, -5.742, 1.092], [3.355, 1.141, -6.941], [-2.795, -2.515, 6.266], [-0.448, -6.328, -2.892], [-1.486, -6.669, -0.697], [-3.369, 2.424, -2.077], [-0.301, 4.340, -1.991], [-0.739, -3.477, 5.285], [-1.398, 5.571, -0.434], [-3.472, -3.453, -1.710], [0.033, -2.185, -2.003], [-1.804, 1.247, -0.552], [2.977, -1.752, 0.198], [-2.582, 5.838, 1.571], [-3.419, 0.423, 1.853], [3.193, 3.468, -6.081], [-1.247, -5.293, 1.943], [-5.106, -3.081, -1.187], [5.665, 2.772, -0.354], [2.794, 3.338, -0.836], [0.316, -4.066, -3.558], [-3.780, -3.054, -0.018], [0.442, -0.613, 4.663], [0.142, 0.727, 5.798], [-0.953, 5.502, 2.202], [-5.468, -1.227, -2.707], [-1.193, 0.033, 4.876], [4.294, -0.647, -5.582], [-4.748, 0.070, 2.966], [3.535, 3.375, 0.740], [-0.194, -3.035, 2.921], [-5.185, 1.150, -3.156], [-2.494, -4.075, 1.641], [-4.501, -0.945, 1.549], [6.387, 1.357, -1.186]],
  "e_tot_ha": -2483.77055,
  "total_charge": 2,
  "spin_multiplicity": 1,
  "e_homo_ev": [-13.231, -13.231],
  "homo_lumo_gap_ev": [5.24, 5.23]
}

Entry 3:
{
  "formula": "C7H14NO4P2S2",
  "method": "the ωB97M-V functional and the def2-TZVPD basis",
  "species": ["S", "S", "P", "P", "O", "O", "O", "O", "N", "C", "C", "C", "C", "C", "C", "C", "H", "H", "H", "H", "H", "H", "H", "H", "H", "H", "H", "H", "H", "H"],
  "positions_angstrom": [[0.543, 1.899, 2.559], [-3.066, -0.135, 0.727], [2.755, 0.907, -1.026], [-2.617, -0.356, -1.092], [3.468, 0.598, 0.217], [0.449, 1.665, 1.078], [-2.754, 1.013, -1.954], [-3.481, -1.450, -1.884], [0.121, 0.029, -1.111], [1.730, -1.542, -1.825], [1.228, 0.407, 3.274], [0.735, -2.461, -2.057], [-0.578, -2.102, -1.827], [-0.854, -0.856, -1.366], [-1.105, 1.718, 3.236], [1.388, -0.319, -1.341], [-3.480, -1.225, -2.829], [2.761, -1.797, -2.030], [0.954, -3.452, -2.433], [-1.390, -2.789, -2.014], [0.652, -0.458, 2.945], [-0.099, 0.964, -0.742], [2.259, 0.312, 2.937], [3.576, 0.799, -2.172], [-1.534, 0.771, 2.914], [-2.180, 0.921, -2.733], [-1.052, 1.761, 4.323], [1.204, 0.486, 4.361], [2.083, 2.149, -1.002], [-1.717, 2.540, 2.869]],
  "e_tot_ha": -2109.74857,
  "total_charge": 1,
  "spin_multiplicity": 1,
  "e_homo_ev": -12.071,
  "homo_lumo_gap_ev": 7.22
}

Entry 4:
{
  "formula": "C2H2Cl4",
  "method": "the ωB97M-V functional and the def2-TZVPD basis",
  "species": ["Cl", "Cl", "Cl", "Cl", "C", "C", "H", "H"],
  "positions_angstrom": [[1.708, 1.288, 0.227], [-0.483, -0.888, -0.796], [-1.010, -2.181, -2.553], [0.058, 1.694, 2.590], [-0.610, -0.017, 0.674], [0.287, 0.874, 1.091], [-1.489, -0.236, 1.266], [-1.210, -3.418, -2.821]],
  "e_above_lowest_kcal_mol": 44.2,
  "e_tot_ha": -1918.09232,
  "spin_multiplicity": 1,
  "e_homo_ev": -9.309,
  "homo_lumo_gap_ev": 9.88
}

Entry 5:
{
  "formula": "C3H10N2",
  "method": "the ωB97M-V functional and the def2-TZVPD basis",
  "species": ["N", "N", "C", "C", "C", "H", "H", "H", "H", "H", "H", "H", "H", "H", "H"],
  "positions_angstrom": [[-5.063, 3.854, -0.836], [3.572, -2.442, -0.217], [3.074, -2.473, 1.062], [3.272, -3.367, 2.023], [-3.909, 3.425, -1.618], [-2.993, 4.020, -1.533], [-5.335, 4.808, -1.068], [3.028, -3.170, 3.054], [-3.695, 2.378, -1.417], [2.435, -1.628, 1.315], [-4.137, 3.470, -2.691], [3.697, -1.562, -0.654], [4.075, -3.217, -0.596], [-4.775, 3.846, 0.139], [3.525, -4.400, 1.788]],
  "e_above_lowest_kcal_mol": 31.5,
  "e_tot_ha": -229.75908,
  "smiles": "C=CN.CN",
  "spin_multiplicity": 1,
  "e_homo_ev": -8.066,
  "homo_lumo_gap_ev": 9.25
}

Entry 6:
{
  "formula": "C3H5NO3S",
  "method": "the ωB97M-V functional and the def2-TZVPD basis",
  "species": ["S", "O", "O", "O", "N", "C", "C", "C", "H", "H", "H", "H", "H"],
  "positions_angstrom": [[-0.530, -1.203, -0.360], [2.145, 1.541, -0.019], [-2.445, 1.021, -0.549], [2.253, -0.502, 0.777], [-1.320, -0.393, 0.898], [0.739, -0.117, -1.014], [-2.133, 0.724, 0.580], [1.751, 0.413, -0.037], [-0.935, -0.447, 1.782], [1.249, -0.680, -1.839], [-2.446, 1.200, 1.549], [1.850, -1.400, 0.683], [0.231, 0.719, -1.545]],
  "e_above_lowest_kcal_mol": 9.5,
  "e_tot_ha": -795.98163,
  "smiles": "O=CNSCC(=O)O",
  "spin_multiplicity": 1,
  "e_homo_ev": -9.868,
  "homo_lumo_gap_ev": 10.21
}